Record 1
A molecular structure, C12H33BF3NO7V in a non-equilibrium geometry, computed with wB97M-V/def2-TZVPD.

## Properties
LUMO energy (spin up / spin down) = -0.310 / -0.321 eV
HOMO-LUMO gap (spin up / spin down) = 6.656 / 7.953 eV
2S+1 = 4

Last column: natural (NBO) charge in e.
Geometry (Å):
V: 0.66455 -0.89653 -0.51261  1.16
C: -1.19405 1.90861 0.17320  0.35
O: -2.20265 1.97784 1.14672  -0.55
O: -0.75464 0.66149 0.09782  -0.85
C: -1.72863 2.46049 -1.19036  0.91
F: -3.07771 2.36187 -1.26716  -0.33
F: -1.45670 3.77023 -1.31962  -0.34
F: -1.26231 1.83778 -2.28175  -0.34
C: -2.32354 3.17397 1.91746  -0.07
C: -3.69659 3.11782 2.55067  -0.65
H: -3.64148 2.54730 3.48512  0.21
H: -4.21180 4.05134 2.76326  0.21
H: -4.36700 2.47631 1.97652  0.24
H: -2.17813 4.10724 1.36178  0.17
H: -1.48812 3.17617 2.62642  0.16
H: -0.36399 2.61761 0.35911  0.09
B: -0.93409 -2.59268 0.31925  -0.71
H: -1.10231 -1.87073 -0.54308  -0.03
H: 0.17716 -2.47954 0.57360  -0.06
H: -1.56086 -2.25918 1.23016  0.02
H: -1.07168 -3.71198 0.03875  0.00
C: 2.80932 -2.92161 0.11916  -0.08
C: 3.34307 -1.68670 0.85137  -0.08
O: 2.25221 -0.75431 0.95227  -0.73
O: 2.07711 -2.57479 -1.03101  -0.72
H: 2.27703 -3.64641 0.73856  0.21
H: 3.76121 -3.44052 -0.08359  0.18
H: 4.18389 -1.30873 0.26593  0.18
H: 3.64277 -1.93858 1.86743  0.21
H: 2.42104 -0.15124 1.68345  0.51
H: 2.07453 -3.25200 -1.70884  0.51
C: -1.44887 -0.29827 3.81705  -0.08
C: -0.16105 -1.06089 3.50682  -0.08
O: -0.26164 -2.47295 3.68491  -0.75
O: -2.36541 -0.42177 2.76694  -0.73
H: -1.15189 0.74406 4.00725  0.14
H: -1.83700 -0.65598 4.77480  0.17
H: 0.69740 -0.65283 4.05118  0.14
H: 0.05121 -0.98555 2.43165  0.17
H: -0.69594 -2.81563 2.88650  0.50
H: -2.29956 0.33338 2.16109  0.51
C: 0.39772 -0.64705 -4.84256  -0.63
C: 0.96139 -0.73088 -3.44517  -0.07
C: 1.63396 0.57812 -2.99739  -0.08
O: 2.07833 0.50744 -1.62625  -0.54
C: 2.20232 1.84130 -1.15508  -0.24
N: -0.13718 -1.06633 -2.48409  -0.83
H: -0.00393 -1.60161 -5.17572  0.23
H: 1.19502 -0.41891 -5.56030  0.22
H: -0.28356 0.20612 -4.88197  0.22
H: 1.80280 -1.43232 -3.44780  0.19
H: 0.88053 1.36805 -3.13241  0.20
H: 2.42577 0.95837 -3.64916  0.19
H: 2.55068 1.84048 -0.12930  0.20
H: 1.26184 2.40139 -1.23392  0.19
H: 2.81884 2.44411 -1.83403  0.18
H: -0.37769 -2.02941 -2.76157  0.38
H: -1.00171 -0.69300 -2.89148  0.40

***

Record 2
A molecular structure, C12H33ClN3O3Ti3 in a non-equilibrium geometry, computed with wB97M-V/def2-TZVPD.

## Properties
LUMO energy (spin up / spin down) = -6.405 / -6.992 eV
Total charge = +2
HOMO-LUMO gap (spin up / spin down) = 6.230 / 7.371 eV
2S+1 = 10

Last column: natural (NBO) charge in e.
Geometry (Å):
Ti: 1.16107 2.23916 -3.50161  0.65
Ti: -1.28071 0.22810 -3.29629  0.83
Ti: 1.71192 -0.61452 -2.97950  0.61
Cl: 0.28400 0.82869 -2.04325  -0.39
C: 3.09653 -2.74892 -1.21002  -0.63
C: 2.18356 -1.59489 -0.83080  -0.09
C: 1.79931 -1.41225 0.70373  -0.08
O: 1.01495 -2.32045 1.33571  -0.51
C: -0.31969 -1.85819 1.70991  -0.23
N: 2.70988 -0.32678 -1.29795  -0.94
H: 4.17468 -2.59454 -1.16673  0.25
H: 2.94629 -2.95375 -2.27001  0.19
H: 2.88969 -3.60306 -0.56523  0.27
H: 1.23547 -1.72801 -1.35186  0.11
H: 1.44756 -0.38432 0.79162  0.19
H: 2.74969 -1.28152 1.22122  0.20
H: -0.18367 -0.93210 2.26844  0.18
H: -0.82819 -2.70862 2.16413  0.24
H: -0.92682 -1.44182 0.90609  0.13
H: 3.58436 -0.04921 -0.87563  0.43
H: 2.14400 0.41561 -0.91232  0.43
C: -0.19456 1.15814 1.08229  -0.66
C: 0.83807 2.31880 0.98956  -0.06
C: 1.69912 2.55535 2.27563  -0.07
O: 2.82074 3.53355 1.98473  -0.56
C: 3.69533 3.62018 3.09555  -0.26
N: 1.76206 1.79217 -0.01755  -0.86
H: -0.71593 0.99381 0.13927  0.21
H: -0.90388 1.20077 1.90882  0.23
H: 0.24003 0.19787 1.35999  0.20
H: 0.32848 3.16568 0.52998  0.19
H: 2.26567 1.63966 2.44487  0.18
H: 1.17213 2.78682 3.20127  0.21
H: 3.57885 4.51874 3.70145  0.20
H: 4.72943 3.62893 2.75108  0.19
H: 3.64913 2.72212 3.71153  0.17
H: 1.33036 1.37762 -0.83111  0.29
H: 2.16431 2.66726 -0.32169  0.39
C: -2.43053 0.66293 -0.49239  -0.69
C: -2.45317 -0.73827 -1.08549  -0.11
C: -3.87518 -1.36842 -1.40147  -0.05
O: -4.83525 -1.08882 -0.37281  -0.54
C: -6.13591 -1.64571 -0.57919  -0.26
N: -1.41487 -0.96479 -2.08382  -0.91
H: -1.84966 0.67335 0.42988  0.27
H: -3.43428 0.87034 -0.12148  0.29
H: -2.15212 1.48672 -1.14961  0.20
H: -2.13974 -1.38189 -0.26354  0.22
H: -3.75167 -2.42928 -1.61924  0.18
H: -4.29790 -0.91901 -2.30004  0.16
H: -6.54397 -1.06021 -1.40308  0.18
H: -6.73995 -1.69283 0.32691  0.23
H: -6.09815 -2.70724 -0.82377  0.18
H: -0.58742 -0.79552 -1.52993  0.41
H: -1.31345 -1.93745 -2.33628  0.43

***

Record 3
A molecular structure, C12H33FLi3N3O3 in a non-equilibrium geometry, computed with wB97M-V/def2-TZVPD.

## Properties
LUMO energy = -8.271 eV
Total charge = +2
HOMO-LUMO gap = 3.733 eV

Last column: natural (NBO) charge in e.
Geometry (Å):
Li: 0.00541 -4.94542 -1.57228  0.97
Li: 4.47998 -2.79728 -0.47834  0.96
Li: 2.65968 -6.28530 2.05650  0.98
F: 1.34973 -3.13604 1.35895  -0.96
C: -0.82113 2.63535 3.81462  -0.63
C: -1.97094 1.89722 4.47172  -0.07
C: -3.27942 1.79122 3.62760  -0.07
O: -4.28917 2.63186 3.99386  -0.52
C: -5.34250 2.69327 3.12221  -0.25
N: -1.44609 0.54707 4.89917  -0.82
H: -1.24014 3.42185 3.18697  0.21
H: -0.08886 2.04989 3.25863  0.21
H: -0.18470 3.07238 4.58408  0.23
H: -2.29627 2.19379 5.46887  0.21
H: -3.61739 0.76442 3.76748  0.14
H: -2.97052 1.73745 2.58367  0.15
H: -5.96130 1.81681 2.92992  0.17
H: -4.94471 2.90713 2.13018  0.15
H: -5.88890 3.59573 3.39628  0.20
H: -1.23111 0.07122 4.03462  0.32
H: -2.14355 -0.10623 5.22602  0.35
C: -4.39067 -2.60700 -2.45925  -0.60
C: -3.92248 -2.51719 -3.97667  -0.08
C: -3.37073 -1.23667 -4.44024  -0.07
O: -4.30040 -0.11512 -4.24301  -0.54
C: -3.94694 1.00004 -5.15611  -0.26
N: -3.03539 -3.67592 -4.03940  -0.86
H: -5.16692 -1.85824 -2.30143  0.23
H: -3.61392 -2.48844 -1.70380  0.19
H: -4.83561 -3.58340 -2.26751  0.20
H: -4.81886 -2.71273 -4.56518  0.19
H: -3.07300 -1.30524 -5.48655  0.17
H: -2.38561 -1.00114 -4.03754  0.16
H: -2.88320 1.21859 -5.06231  0.17
H: -4.51030 1.90864 -4.94357  0.21
H: -4.20136 0.79311 -6.19560  0.18
H: -2.52601 -3.72026 -4.91041  0.35
H: -3.63189 -4.47658 -4.19172  0.37
C: 5.15141 1.52162 -1.05469  -0.64
C: 6.55800 0.92877 -0.86221  -0.07
C: 6.76062 0.83213 0.73504  -0.07
O: 5.84875 -0.13806 1.28788  -0.60
C: 5.69127 -0.24064 2.72488  -0.24
N: 6.68325 -0.38534 -1.47597  -0.89
H: 4.31111 0.89421 -0.75744  0.20
H: 4.85015 1.96174 -2.00528  0.22
H: 5.17237 2.40940 -0.42262  0.23
H: 7.21820 1.64426 -1.35242  0.20
H: 6.76878 1.75825 1.30979  0.19
H: 7.79353 0.52834 0.90508  0.17
H: 5.36314 0.75074 3.03729  0.20
H: 6.71952 -0.49397 2.98301  0.18
H: 5.01691 -1.06474 2.95766  0.19
H: 6.31550 -0.30485 -2.41319  0.37
H: 7.61267 -0.78068 -1.47721  0.38

***

Record 4
A molecular structure, C12H33IMgN3O3 in a non-equilibrium geometry, computed with wB97M-V/def2-TZVPD.

## Properties
LUMO energy (spin up / spin down) = 0.327 / 0.291 eV
HOMO-LUMO gap (spin up / spin down) = 3.023 / 8.367 eV
2S+1 = 2

Last column: natural (NBO) charge in e.
Geometry (Å):
Mg: 0.48778 -0.14892 0.81455  1.51
I: 3.12585 -0.32646 1.71035  -0.88
C: 2.42862 0.63699 -2.60809  -0.66
C: 0.98469 0.58749 -2.17467  -0.06
C: -0.02188 0.27048 -3.32217  -0.11
O: 0.26981 -1.00838 -3.97953  -0.56
C: -0.13296 -1.10843 -5.25650  -0.24
N: 0.68173 -0.41725 -1.15718  -0.96
H: 2.76171 -0.29707 -3.06050  0.22
H: 3.21728 0.78274 -1.86993  0.24
H: 2.65547 1.31664 -3.42950  0.23
H: 0.67676 1.57091 -1.81948  0.19
H: 0.18335 0.99736 -4.10806  0.18
H: -1.06444 0.42909 -3.04647  0.18
H: -1.21380 -1.24941 -5.26179  0.16
H: 0.24431 -1.99581 -5.76475  0.19
H: 0.04536 -0.24557 -5.89819  0.16
H: 1.39844 -1.10142 -1.35303  0.39
H: -0.13326 -0.82259 -1.59486  0.37
C: -0.20387 -4.10301 2.21363  -0.63
C: -0.40445 -2.59277 1.98697  -0.18
C: -0.08695 -1.71548 3.21406  -0.06
O: 0.08225 -0.29962 2.75652  -0.67
C: 0.25572 0.58890 3.83611  -0.26
N: 0.32326 -2.17041 0.82446  -0.96
H: 0.82406 -4.42698 2.37648  0.21
H: -0.68458 -4.60481 1.37387  0.22
H: -0.63726 -4.45316 3.15047  0.22
H: -1.44895 -2.53183 1.68135  0.18
H: 0.85809 -1.92196 3.71643  0.21
H: -0.93256 -1.72113 3.90181  0.20
H: 1.08604 0.19222 4.42034  0.20
H: -0.68663 0.59493 4.38385  0.18
H: 0.50070 1.63483 3.65143  0.20
H: 0.00429 -2.62347 -0.01999  0.36
H: 1.23408 -2.60430 0.77721  0.40
C: -3.20113 1.84025 0.48771  -0.69
C: -1.71348 1.57620 0.07958  -0.11
C: -0.62677 2.55249 0.61664  -0.07
O: 0.61523 1.95700 0.56868  -0.61
C: 1.66019 2.95285 0.63178  -0.28
N: -1.46507 0.32139 0.72250  -1.06
H: -4.00287 1.11762 0.33570  0.24
H: -3.33636 2.70694 -0.15934  0.21
H: -3.08848 2.11940 1.53531  0.19
H: -1.78730 1.53126 -1.00699  0.20
H: -0.83885 2.84533 1.64492  0.18
H: -0.71007 3.42217 -0.03513  0.19
H: 2.51390 2.46052 0.16607  0.23
H: 1.93729 3.50060 1.53249  0.20
H: 1.53697 3.78553 -0.06072  0.18
H: -2.10517 -0.38274 0.38401  0.26
H: -2.06611 0.58081 1.49161  0.38

***

| no. | E (eV) |
| --- | --- |
| 1 | -63315.552 |
| 2 | -105427.447 |
| 3 | -26904.376 |
| 4 | -37135.287 |